This record from the Open Molecules 2025 dataset describes a structure of composition C5H10ClN in a non-equilibrium geometry. The level of theory is wB97M-V/def2-TZVPD.

CARTESIAN COORDINATES (ANGSTROEM)
C: 1.44053 0.71768 0.38489
C: 2.85871 0.82247 0.04742
C: -1.38579 -1.17233 1.11317
C: -1.73736 -0.32431 -1.41321
C: -1.14916 -0.11865 -0.01172
N: 0.78513 -0.06716 -0.31353
Cl: -1.56311 1.45077 0.59962
H: 1.08577 1.41783 1.17283
H: 3.40000 -0.16650 0.09936
H: 3.47194 1.52431 0.60902
H: 2.94128 1.10252 -1.04743
H: -0.98247 -2.12826 0.90300
H: -2.43966 -1.29623 1.25819
H: -0.99974 -0.87415 2.07360
H: -1.03740 -0.00603 -2.15740
H: -2.06495 -1.28823 -1.75790
H: -2.62373 0.40627 -1.55989

## Properties
Highest occupied orbital energy: -8.83 eV
E: -711.37692 Ha
Frontier orbital gap: 0.35751 hartree
Relative energy (zero: lowest compared OMol25 entry of this formula, charge and spin): 2.138 eV

***

This record from the Open Molecules 2025 dataset describes an isolated molecule of C5H10ClN in a non-equilibrium geometry. The level of theory is wB97M-V/def2-TZVPD.

CARTESIAN COORDINATES (ANGSTROEM)
C: -1.12160 1.14750 0.01469
C: -2.58828 1.24195 -0.04666
C: 1.46557 -0.83390 -1.29225
C: 1.42779 -0.80920 1.21794
C: 1.04997 0.02422 -0.02777
N: -0.54517 0.04436 -0.11777
Cl: 1.88873 1.54212 0.09154
H: -0.61321 2.11343 0.13526
H: -3.03440 0.20516 -0.37151
H: -2.89548 2.04199 -0.85900
H: -2.93084 1.52534 0.89559
H: 1.27970 -0.37000 -2.19301
H: 0.98766 -1.85766 -1.40432
H: 2.63744 -0.89471 -1.19008
H: 2.38710 -0.32641 1.59854
H: 0.56840 -0.68612 1.88536
H: 1.61147 -1.92365 1.01773

## Properties
Highest occupied orbital energy: -9.95 eV
Structure (SMILES): C/C=N/C(C)(C)Cl
E: -711.40891 Ha
Frontier orbital gap: 0.39880 hartree
Relative energy (zero: lowest compared OMol25 entry of this formula, charge and spin): 1.267 eV